One molecule with the formula C2H7N3O at a distorted geometry, computed with ωB97M-V with the def2-TZVPD basis set.

E_LUMO (alpha / beta), eV: -0.1 / -0.2
Electronic energy, hartree: -319.7219
Gap between HOMO and LUMO (alpha / beta), eV: 9.06 / 8.52
Total charge: 0

```
13
Properties=species:S:1:pos:R:3:forces:R:3:nbo_charge:R:1
C 0.794344 1.015891 -1.258759 -0.1096 0.0165 -0.0675 -0.64
C -0.303115 0.305133 -0.489748 0.6267 -0.4234 0.9374 0.23
O -0.742463 -0.906450 -1.067433 0.5440 -0.7191 0.1440 -0.55
H -1.132544 0.992405 -0.258854 0.1168 -0.0790 0.0584 0.16
H 0.341974 1.492691 -2.130662 0.0550 -0.0219 0.0181 0.22
H 1.544229 0.305964 -1.607206 -0.0790 -0.0238 0.1025 0.23
H 1.277519 1.785342 -0.650347 -0.1185 -0.0603 -0.0263 0.21
N -0.719716 -0.586387 1.808912 -0.0946 0.2429 -0.1598 -0.68
N 0.223495 -0.359574 0.765521 -0.2737 1.5459 0.9112 -0.12
N 0.601999 -1.461060 0.137849 -0.7697 -0.4072 -1.7727 -0.13
H -1.653595 -0.306098 1.505400 0.1068 -0.1397 -0.0361 0.35
H -0.459386 -0.003283 2.598502 0.0249 -0.0648 -0.1755 0.36
H 0.227257 -2.274576 0.646826 -0.0291 0.1338 0.0664 0.36
```
Forces are in eV/Å.


One molecule with the formula C2H7N3O at a distorted geometry, computed with ωB97M-V with the def2-TZVPD basis set.

E_LUMO (alpha / beta), eV: -0.4 / -1.1
Electronic energy, hartree: -319.7476
Gap between HOMO and LUMO (alpha / beta), eV: 7.98 / 6.66
Total charge: 0

```
13
Properties=species:S:1:pos:R:3:forces:R:3:nbo_charge:R:1
C 0.214686 -0.458511 0.341566 -0.3025 0.8548 0.0822 0.00
N -0.923299 -0.190302 -0.520291 0.0993 -0.1358 1.1158 -0.06
N -1.909170 0.366551 0.131824 0.6697 -0.2428 -0.4639 -0.52
N 1.006271 -1.580046 0.031908 0.1444 -0.1081 -0.2249 -0.83
C 0.976855 0.958707 -0.157111 -1.0125 -0.5460 -0.8321 0.04
O 2.170455 0.872010 -0.549179 -0.0629 -0.1529 0.1499 -0.63
H 0.154166 1.132309 -1.029773 0.5555 0.4279 0.1396 0.14
H -0.065049 -0.423321 1.403083 -0.1570 0.0103 -0.1031 0.15
H -1.840003 0.582304 1.124483 -0.0289 -0.0470 -0.1923 0.38
H -2.703261 0.670780 -0.414541 0.1617 0.0646 0.1547 0.40
H 0.496450 -2.367977 -0.340983 0.0196 0.0754 0.0097 0.37
H 1.792403 -1.322837 -0.557740 -0.0307 0.0929 -0.0088 0.40
H 0.629496 1.760335 0.536755 -0.0557 -0.2934 0.1732 0.17
```
Forces are in eV/Å.


A 2-piece molecular cluster, C2H7N3O overall at a distorted geometry, computed with ωB97M-V with the def2-TZVPD basis set.

E_LUMO, eV: 1.0
Structure (SMILES): [H]/N=C\C.[H]/N=N\O
Electronic energy, hartree: -319.7738
Gap between HOMO and LUMO, eV: 10.79
Total charge: 0

```
13
Properties=species:S:1:pos:R:3:forces:R:3:nbo_charge:R:1
H 0.504942 0.052824 1.268866 -0.7557 -1.3195 -1.5335 0.35
N 0.265443 -0.707562 0.537141 1.2003 0.9492 1.6872 -0.67
C -0.737167 -0.462382 -0.170635 -1.0145 -1.7158 -1.1696 0.17
C -1.735728 0.616790 -0.052394 -0.9231 -2.1310 -7.5748 -0.68
H -1.040103 -1.269581 -0.950457 0.7874 1.2890 1.0666 0.15
H -2.683785 0.135890 -0.336603 -0.2650 0.0221 1.3978 0.24
H -1.654995 1.141577 0.770261 -0.0610 2.9536 3.9443 0.21
H -1.770918 1.198461 -1.089601 0.8979 -0.3244 2.2517 0.23
H 4.537200 0.600720 -0.282280 2.3038 -0.8993 0.3025 0.30
N 3.696671 1.108169 -0.200335 -0.8850 -0.1535 -0.6158 -0.35
N 2.786443 0.330179 -0.036002 -2.6141 -0.2602 1.0849 0.14
O 3.077125 -1.016301 0.253558 -0.2463 -0.6675 -0.1728 -0.62
H 2.188376 -1.538733 0.413082 1.5753 2.2572 -0.6683 0.53
```
Forces are in eV/Å.


C2H7N3O as an isolated structure at a distorted geometry, computed with ωB97M-V with the def2-TZVPD basis set.

E_LUMO, eV: 0.5
Electronic energy, hartree: -319.7303
Gap between HOMO and LUMO, eV: 8.10
Total charge: 0

```
13
Properties=species:S:1:pos:R:3:forces:R:3:nbo_charge:R:1
C -0.969302 -0.132494 0.176922 3.1943 -0.7493 0.1595 0.28
N 0.855341 -0.300046 -0.045079 -1.7084 1.5404 -0.1204 -0.61
N 1.922975 0.138436 0.817848 -0.8797 -0.9345 -0.0289 -0.63
C -1.298756 0.761340 -0.970518 2.4123 0.4556 -1.6393 -0.08
O -1.517223 -1.375866 0.134438 0.1865 -0.2990 -0.0369 -0.68
N -0.331998 1.458256 -1.456974 -0.4228 -1.3649 0.1035 -0.61
H -0.990643 -1.953140 0.709033 -0.4481 0.1521 -0.0177 0.49
H 1.100008 -0.875560 -0.849746 0.3460 -0.5691 0.7268 0.39
H -0.989654 0.356485 1.148302 0.1333 -0.0997 0.2354 0.16
H 1.943715 -0.443537 1.656418 0.0085 0.1361 -0.2417 0.34
H 1.732192 1.091293 1.129882 -0.0682 -0.1624 -0.3747 0.36
H 0.781766 0.732854 -0.934195 -2.7288 1.2692 0.5790 0.40
H -2.238422 0.541980 -1.516332 -0.0250 0.6254 0.6553 0.18
```
Forces are in eV/Å.


One molecule with the formula C2H7N3O at a distorted geometry, computed with ωB97M-V with the def2-TZVPD basis set.

E_LUMO, eV: 0.8
Structure (SMILES): [H]/N=C(\N)[C@@H](N)O
Electronic energy, hartree: -319.8467
Gap between HOMO and LUMO, eV: 10.29
Total charge: 0

```
13
Properties=species:S:1:pos:R:3:forces:R:3:nbo_charge:R:1
H 1.720179 -1.833651 0.224092 -0.0876 -0.0072 -0.1892 0.35
N 0.730778 -1.592659 0.146933 -0.2824 1.3061 1.3334 -0.68
C 0.581304 -0.316536 0.174814 0.4222 0.0663 -2.6990 0.42
N 1.630308 0.614498 -0.006421 2.7417 -0.6719 2.4004 -0.92
C -0.706375 0.408925 -0.201392 2.4780 0.6551 0.7505 0.18
N -1.783332 -0.519580 -0.426645 0.1369 0.2760 -1.4363 -0.86
O -1.075478 1.295572 0.835958 -0.3955 -0.1270 0.2194 -0.72
H 2.272891 0.619691 0.780567 0.1570 -0.3416 -0.3242 0.38
H 1.774299 1.505493 -0.470096 -1.4553 -0.3518 -0.0493 0.41
H -0.012130 1.135511 -0.917653 -3.6936 -1.5277 0.0518 0.19
H -1.505707 -1.421069 -0.028154 0.1469 0.2668 -0.1187 0.39
H -1.863622 -0.696571 -1.425753 -0.3431 0.0326 0.1584 0.38
H -1.763113 0.800374 1.313750 0.1748 0.4243 -0.0972 0.48
```
Forces are in eV/Å.


A 2-piece molecular cluster, C2H7N3O overall at a distorted geometry, computed with ωB97M-V with the def2-TZVPD basis set.

E_LUMO, eV: 0.8
Structure (SMILES): [H]/N=C\N.NC=O
Electronic energy, hartree: -319.8760
Gap between HOMO and LUMO, eV: 10.17
Total charge: 0

```
13
Properties=species:S:1:pos:R:3:forces:R:3:nbo_charge:R:1
H -0.195962 0.777723 1.314327 0.1670 -1.1625 -0.7584 0.36
N -0.029637 -0.236645 1.518209 -2.9408 -0.5038 1.4724 -0.79
C -1.193045 -0.846379 1.698612 -0.2514 1.5573 0.6867 0.32
N -2.414217 -0.465285 1.130024 -0.0494 1.2378 -1.0622 -0.84
H -1.353322 -1.627099 2.511238 0.6734 0.3582 -1.5904 0.18
H -3.398533 -0.679011 1.331480 1.2739 -0.6981 0.7333 0.41
H -2.443136 0.280169 0.408603 0.7635 -0.7290 0.8248 0.39
N 1.525497 -0.440234 -0.802629 -0.7021 2.3255 -1.2936 -0.81
C 1.558872 0.520129 -1.766878 -2.6863 2.2989 -0.6038 0.51
O 0.848608 1.578403 -1.763426 2.2532 -3.2891 0.2804 -0.64
H 0.643403 -0.440433 -0.294335 0.7646 -0.4613 0.6420 0.43
H 2.086923 -1.223237 -0.981061 0.3115 -1.3112 0.1150 0.39
H 2.105299 0.237321 -2.692481 0.4230 0.3773 0.5538 0.11
```
Forces are in eV/Å.